# 1
{
  "formula": "C5H9NO",
  "method": "ωB97M-V/def2-TZVPD",
  "energy_ev": -8867.26673,
  "smiles": "COC(C)(C)C#N",
  "largest_force_ha_per_bohr": 0.02084,
  "lumo_ev": 0.82,
  "e_homo_ev": -10.43,
  "symbols": ["C", "O", "C", "C", "C", "C", "N", "H", "H", "H", "H", "H", "H", "H", "H", "H"],
  "xyz": [[-2.115461, 0.693705, -0.012813], [-0.931636, 0.090195, -0.513747], [0.320341, -0.263703, 0.050697], [1.021196, -0.863225, -1.180697], [1.233250, 0.834308, 0.638509], [0.078031, -1.301283, 1.088422], [-0.224533, -2.080943, 1.887546], [-2.200144, 0.884164, 1.062970], [-2.238302, 1.644216, -0.544106], [-2.947545, 0.039749, -0.307531], [1.047882, -0.080638, -1.946139], [0.434972, -1.697311, -1.569375], [2.044456, -1.190564, -0.977836], [2.244891, 0.421048, 0.756771], [0.918044, 1.192889, 1.620883], [1.314557, 1.677392, -0.053555]],
  "forces_ev_per_angstrom": [[-0.115, 0.134, 0.109], [0.181, 0.204, -0.583], [0.101, -0.059, -0.060], [0.046, -0.099, -0.030], [-0.135, 0.110, 0.028], [-0.429, -0.658, 0.680], [0.409, 0.701, -0.699], [0.465, -0.224, -0.048], [0.004, -0.062, 0.201], [0.219, 0.128, 0.173], [0.012, -0.118, 0.161], [0.092, 0.063, 0.060], [-0.192, 0.006, 0.127], [-0.334, 0.009, 0.008], [-0.156, -0.012, -0.158], [-0.170, -0.123, 0.034]],
  "lowdin_charge": [-0.071, -0.162, -0.566, -0.020, -0.016, -0.147, 0.165, 0.091, 0.085, 0.090, 0.096, 0.094, 0.091, 0.092, 0.086, 0.092]
}

***

# 2
{
  "formula": "C5H9NO",
  "method": "ωB97M-V/def2-TZVPD",
  "energy_ev": -8868.45192,
  "smiles": "C[C@@H]1C(=O)N[C@@H]1C",
  "largest_force_ha_per_bohr": 0.00849,
  "lumo_ev": 0.92,
  "e_homo_ev": -9.60,
  "symbols": ["C", "C", "N", "C", "O", "C", "C", "H", "H", "H", "H", "H", "H", "H", "H", "H"],
  "xyz": [[-0.927343, -0.277189, 1.505447], [0.263058, 0.380375, 0.831140], [1.415596, -0.511747, 0.667300], [1.518295, -0.346092, -0.690259], [2.315461, -0.739998, -1.505291], [0.271467, 0.555332, -0.724627], [-0.911008, 0.103402, -1.577241], [-1.179545, -1.224548, 1.018263], [-1.809716, 0.372634, 1.489443], [-0.687289, -0.500084, 2.551112], [0.528866, 1.314626, 1.344125], [2.109688, -0.811316, 1.334036], [0.580355, 1.568492, -1.003911], [-0.540838, -0.397606, -2.476944], [-1.523700, 0.953004, -1.891168], [-1.558732, -0.600268, -1.046711]],
  "forces_ev_per_angstrom": [[-0.033, -0.027, -0.004], [-0.176, 0.104, 0.128], [0.139, 0.048, -0.096], [0.181, -0.117, -0.187], [-0.313, 0.096, 0.289], [-0.040, 0.074, -0.066], [0.043, -0.019, 0.010], [0.043, 0.146, 0.059], [0.153, -0.071, -0.007], [-0.052, 0.064, -0.130], [-0.066, -0.156, -0.065], [0.024, -0.043, -0.022], [-0.030, -0.143, 0.035], [-0.060, 0.105, 0.073], [0.054, -0.122, 0.068], [0.135, 0.062, -0.086]],
  "lowdin_charge": [-0.064, -0.311, 0.121, -0.465, 0.077, -0.202, -0.045, 0.076, 0.084, 0.076, 0.137, 0.144, 0.144, 0.084, 0.076, 0.067]
}

***

# 3
{
  "formula": "C5H9NO",
  "method": "ωB97M-V/def2-TZVPD",
  "energy_ev": -8866.95835,
  "smiles": "CC(=O)[C@H]1CN1C",
  "largest_force_ha_per_bohr": 0.00996,
  "lumo_ev": 0.92,
  "e_homo_ev": -9.39,
  "symbols": ["C", "C", "C", "N", "C", "C", "O", "H", "H", "H", "H", "H", "H", "H", "H", "H"],
  "xyz": [[1.212519, -0.583098, 1.307104], [0.222059, 1.025212, -0.582138], [0.078089, -0.024977, -1.633142], [-1.085952, 0.471241, -0.942911], [-1.783936, -0.413983, -0.018270], [0.937873, 0.794480, 0.730955], [1.326302, 1.773042, 1.339034], [0.518512, -0.757525, 2.138216], [2.227845, -0.569900, 1.716403], [1.115340, -1.407929, 0.597955], [0.363419, 2.059832, -0.888192], [0.172491, 0.258520, -2.681651], [0.437530, -1.028486, -1.395974], [-1.123280, -1.045052, 0.601856], [-2.419135, 0.196277, 0.641049], [-2.445166, -1.064201, -0.606551]],
  "forces_ev_per_angstrom": [[0.047, -0.066, -0.021], [0.176, 0.202, 0.095], [0.101, -0.188, -0.137], [0.097, -0.054, 0.138], [-0.136, -0.073, 0.130], [0.022, 0.278, 0.175], [-0.152, -0.387, -0.298], [0.122, 0.045, -0.115], [-0.203, -0.009, -0.050], [0.013, 0.177, 0.089], [-0.097, -0.149, 0.024], [-0.022, -0.057, 0.248], [-0.108, 0.192, -0.032], [-0.300, 0.149, -0.248], [0.253, -0.195, -0.158], [0.187, 0.137, 0.163]],
  "lowdin_charge": [-0.022, -0.197, -0.107, -0.105, -0.088, -0.390, 0.073, 0.091, 0.090, 0.064, 0.140, 0.108, 0.105, 0.061, 0.091, 0.087]
}

***

# 4
{
  "formula": "C5H9NO",
  "method": "ωB97M-V/def2-TZVPD",
  "energy_ev": -8866.20655,
  "smiles": "C[C@H]1N2C[C@]12CO",
  "largest_force_ha_per_bohr": 0.00680,
  "lumo_ev": 0.85,
  "e_homo_ev": -9.92,
  "symbols": ["C", "C", "N", "C", "C", "O", "C", "H", "H", "H", "H", "H", "H", "H", "H", "H"],
  "xyz": [[1.939667, -0.103977, 0.579527], [0.932836, -0.261597, -0.530049], [0.012256, -1.411315, -0.410258], [-1.268044, 0.503330, 0.859865], [-0.506260, -0.035051, -0.308254], [-1.751243, 1.811328, 0.624251], [-0.954943, -0.900063, -1.401115], [2.822417, -0.719186, 0.381621], [2.266239, 0.938753, 0.659782], [1.520326, -0.414563, 1.541154], [1.317187, -0.057639, -1.534485], [-0.649523, 0.460547, 1.769174], [-2.148350, -0.122599, 1.035384], [-0.984282, 2.378947, 0.474445], [-0.608469, -0.710898, -2.419451], [-1.939818, -1.356019, -1.321593]],
  "forces_ev_per_angstrom": [[-0.017, -0.008, 0.033], [0.283, 0.146, -0.018], [0.072, -0.197, 0.036], [0.032, -0.307, 0.113], [-0.133, 0.133, 0.178], [0.184, 0.266, -0.004], [-0.235, -0.047, -0.255], [-0.117, 0.073, 0.024], [-0.037, -0.142, -0.015], [0.038, 0.038, -0.153], [-0.088, -0.047, 0.105], [-0.064, 0.019, -0.162], [0.113, 0.060, -0.041], [-0.204, -0.017, 0.002], [0.017, -0.033, 0.162], [0.157, 0.062, -0.007]],
  "lowdin_charge": [-0.049, -0.289, 0.077, -0.196, -0.342, -0.051, -0.075, 0.078, 0.080, 0.077, 0.133, 0.120, 0.130, 0.090, 0.104, 0.112]
}

***

# 5
{
  "formula": "C5H9NO",
  "method": "ωB97M-V/def2-TZVPD",
  "energy_ev": -8866.83555,
  "smiles": "[H]/N=C/C.C=CC=O",
  "largest_force_ha_per_bohr": 0.00809,
  "lumo_ev": 0.21,
  "e_homo_ev": -10.11,
  "symbols": ["C", "C", "N", "C", "C", "C", "O", "H", "H", "H", "H", "H", "H", "H", "H", "H"],
  "xyz": [[0.794877, -1.107521, 1.261474], [1.460720, 0.110463, 0.696089], [2.126855, 0.054276, -0.383572], [-0.915433, 0.613344, -1.159577], [-1.279003, -0.629281, -1.455837], [-1.440467, 1.258306, 0.054875], [-1.396702, 2.449850, 0.255270], [0.784400, -1.903345, 0.512884], [1.342571, -1.454252, 2.144559], [-0.229240, -0.886840, 1.585038], [1.316981, 1.040825, 1.265197], [2.505210, 0.974944, -0.613445], [-0.274566, 1.209826, -1.799591], [-1.898184, -1.204030, -0.771378], [-0.976997, -1.100517, -2.381443], [-1.921021, 0.573949, 0.789458]],
  "forces_ev_per_angstrom": [[0.033, -0.063, -0.029], [0.074, -0.090, -0.108], [-0.117, 0.194, 0.349], [-0.175, -0.166, -0.106], [0.012, 0.122, 0.003], [-0.091, 0.335, 0.026], [0.093, -0.302, 0.085], [0.016, 0.086, 0.126], [-0.056, 0.043, -0.065], [0.175, -0.024, -0.052], [0.128, -0.091, -0.091], [0.013, -0.084, 0.021], [-0.135, -0.014, -0.004], [0.007, 0.055, -0.101], [0.033, -0.079, 0.070], [-0.008, 0.078, -0.123]],
  "lowdin_charge": [-0.095, -0.333, 0.084, -0.163, 0.035, -0.315, 0.045, 0.075, 0.077, 0.059, 0.113, 0.049, 0.111, 0.071, 0.069, 0.118]
}

***

# 6
{
  "formula": "C5H9NO",
  "method": "ωB97M-V/def2-TZVPD",
  "energy_ev": -8866.92890,
  "smiles": "CC(=O)[C@H]1CN1C",
  "largest_force_ha_per_bohr": 0.00724,
  "lumo_ev": 0.92,
  "e_homo_ev": -9.31,
  "symbols": ["C", "C", "C", "N", "C", "C", "O", "H", "H", "H", "H", "H", "H", "H", "H", "H"],
  "xyz": [[-1.703045, -0.194365, 0.717130], [0.952562, -0.347476, 0.632363], [1.037735, -1.045485, -0.688718], [1.308446, 0.359391, -0.591378], [0.430231, 1.323900, -1.238713], [-0.346630, -0.262173, 1.393515], [-0.289590, -0.269324, 2.606327], [-2.090098, 0.826023, 0.819996], [-2.384056, -0.855951, 1.258892], [-1.706307, -0.460791, -0.341073], [1.774533, -0.461963, 1.336280], [1.894249, -1.683564, -0.899227], [0.104591, -1.369727, -1.151656], [-0.624510, 1.288079, -0.937867], [0.804534, 2.332244, -1.036560], [0.478522, 1.157545, -2.320061]],
  "forces_ev_per_angstrom": [[-0.082, -0.052, -0.060], [0.039, -0.123, 0.295], [-0.057, -0.218, -0.180], [-0.059, 0.110, -0.024], [-0.132, 0.148, -0.093], [0.004, 0.091, 0.189], [-0.011, -0.015, -0.372], [0.077, -0.123, -0.017], [0.109, 0.091, -0.041], [0.048, 0.020, 0.172], [-0.088, 0.054, -0.132], [-0.149, 0.090, 0.072], [0.113, 0.074, 0.098], [0.217, -0.043, -0.072], [-0.055, -0.159, 0.002], [0.026, 0.055, 0.163]],
  "lowdin_charge": [-0.022, -0.194, -0.106, -0.107, -0.083, -0.392, 0.073, 0.093, 0.090, 0.062, 0.141, 0.108, 0.107, 0.057, 0.084, 0.088]
}

***

no.,orbital gap (eV)
1,11.254
2,10.518
3,10.307
4,10.775
5,10.317
6,10.236